1.
Here is an isolated ion of composition C4H9N4S and charge +1 from the Open Molecules 2025 dataset. Energies are from ωB97M-V/def2-TZVPD.

Output
Electronic energy: -774.571037 Ha
Molecular weight: 145.21 u
Total charge: +1
Lowest unoccupied orbital energy: -5.21 eV
Relative energy (zero: lowest compared OMol25 entry of this formula, charge and spin): 637.4 kJ/mol

Last column: Löwdin charge in e.
Element x y z (Å)
1 N -0.120 -1.050 -0.200  -0.159
2 C -2.431 -0.580 -0.207  -0.671
3 C 1.694 0.524 -0.077  -0.061
4 H 2.375 -0.101 0.513  0.102
5 N -1.383 -1.238 -0.477  0.115
6 H -2.024 1.917 -0.365  0.072
7 H -0.259 -3.040 0.440  0.132
8 H 2.265 0.887 -0.943  0.113
9 H -1.927 1.946 1.393  0.094
10 H 1.494 1.566 0.261  0.119
11 H -3.391 2.239 0.730  0.071
12 H 1.121 -2.540 -0.684  0.121
13 H 1.012 -2.335 1.102  0.071
14 C 0.542 -2.295 0.196  0.060
15 S -4.106 -0.489 -0.473  1.060
16 N 0.391 0.108 -0.409  0.116
17 C -2.520 1.718 0.531  -0.067
18 N -2.954 0.336 0.626  -0.288

***

2.
Here is one molecule with the formula C4H9N5 from the Open Molecules 2025 dataset. Energies are from ωB97M-V/def2-TZVPD.

Output
Electronic energy: -431.410362 Ha
Molecular weight: 127.15 u
Total charge: 0
⟨S²⟩: 2.019
Lowest unoccupied orbital energy (alpha / beta): 0.83 / -0.76 eV
Relative energy (zero: lowest compared OMol25 entry of this formula, charge and spin): 0.0 kJ/mol
Multiplicity: 3

Last column: Löwdin charge in e.
Element x y z (Å)
1 N 1.787 2.011 0.130  0.096
2 C -1.417 0.586 0.012  -0.352
3 H 2.663 1.754 -0.437  0.104
4 N -0.508 1.656 -0.041  0.136
5 H 1.375 -2.127 -0.146  0.102
6 H -3.124 1.651 0.443  0.057
7 N -2.793 0.809 0.041  0.109
8 C 1.824 -1.089 -0.118  -0.070
9 H 2.683 -0.825 0.578  0.108
10 H 2.203 -0.937 -1.045  0.031
11 N 0.731 -0.201 0.073  -0.037
12 H 1.595 3.013 -0.005  0.081
13 C 0.621 1.150 0.057  -0.503
14 H -1.186 -2.607 0.825  0.104
15 H -3.402 0.035 0.526  0.128
16 N -1.145 -1.918 0.017  0.038
17 C -0.752 -0.605 0.011  -0.228
18 H -1.155 -2.355 -0.919  0.095

***

3.
Here is a 4-piece molecular cluster, C4H9N8O3 overall from the Open Molecules 2025 dataset. Energies are from ωB97M-V/def2-TZVPD.

Output
Electronic energy: -821.213339 Ha
Molecular weight: 217.17 u
Total charge: +1
Lowest unoccupied orbital energy: -3.56 eV
Relative energy (zero: lowest compared OMol25 entry of this formula, charge and spin): 0.0 kJ/mol

Last column: Löwdin charge in e.
Element x y z (Å)
1 N -2.357 -0.781 -2.239  0.050
2 N 1.896 -0.890 0.021  0.034
3 C -1.713 0.026 0.379  -0.262
4 H -1.908 2.039 0.431  0.123
5 N -0.816 -1.005 0.494  0.138
6 H -4.056 -0.425 0.019  0.157
7 N -1.222 1.240 0.395  0.214
8 H 0.132 -1.119 0.204  0.084
9 H 5.683 0.873 -0.500  0.091
10 N 5.258 0.037 -0.280  0.184
11 N 3.115 0.970 0.285  0.120
12 O -3.716 2.251 1.007  -0.046
13 O -1.460 -2.207 0.383  0.004
14 H 3.361 -2.326 -0.194  0.155
15 N -2.960 -1.369 -2.946  0.111
16 H 5.596 -0.827 -0.457  0.062
17 H -3.823 2.986 1.618  0.072
18 N -2.746 -1.981 0.294  0.080
19 O 1.845 0.475 0.228  -0.120
20 C 3.139 -1.232 -0.107  -0.011
21 H -0.242 1.387 0.483  0.104
22 C -2.988 -0.721 0.268  -0.086
23 C 3.930 -0.025 0.076  -0.339
24 H -3.949 2.625 0.138  0.079

***

4.
Here is an isolated ion of composition C4H9NO and charge -1 from the Open Molecules 2025 dataset. Energies are from ωB97M-V/def2-TZVPD.

Output
Electronic energy: -287.685371 Ha
Molecular weight: 87.12 u
Total charge: -1
⟨S²⟩: 0.754
Lowest unoccupied orbital energy (alpha / beta): 4.30 / 4.18 eV
Relative energy (zero: lowest compared OMol25 entry of this formula, charge and spin): 157.0 kJ/mol
Multiplicity: 2

Last column: Löwdin charge in e.
Element x y z (Å)
1 O -1.408 -1.404 1.638  -0.290
2 C 0.229 2.097 -0.169  -0.172
3 H -0.734 0.888 -1.435  0.066
4 N 0.238 1.150 -1.298  -0.146
5 H 2.008 0.103 -1.156  0.088
6 H 0.039 -2.166 0.181  0.109
7 H 1.264 2.345 0.106  0.069
8 C -0.670 -1.286 0.569  -0.605
9 H 1.530 -0.924 1.047  0.077
10 H -0.265 3.001 -0.508  0.054
11 H -1.329 -1.101 -0.326  0.091
12 H -0.217 1.673 0.727  0.065
13 H 0.658 -0.866 -1.724  0.098
14 C 0.956 -0.131 -0.933  -0.321
15 C 0.674 -0.644 0.420  -0.183

***

5.
Here is C4H9NO as an isolated structure from the Open Molecules 2025 dataset. Energies are from ωB97M-V/def2-TZVPD.

Output
Electronic energy: -287.649677 Ha
Molecular weight: 87.12 u
Total charge: 0
Lowest unoccupied orbital energy: 0.83 eV
Relative energy (zero: lowest compared OMol25 entry of this formula, charge and spin): 479.9 kJ/mol

Last column: Löwdin charge in e.
Element x y z (Å)
1 H 0.574 0.834 0.544  0.108
2 H 0.670 -1.532 -2.157  0.154
3 H -1.114 0.266 0.644  0.116
4 N -0.171 -0.615 -1.980  -0.054
5 H -0.449 1.204 -2.970  0.072
6 H -0.925 1.256 -1.273  0.065
7 C -0.076 0.029 0.902  -0.262
8 H 0.797 1.265 -1.705  0.080
9 O 0.299 -1.217 0.281  -0.084
10 H -0.156 0.747 2.930  0.078
11 C 0.083 -0.176 2.393  -0.074
12 H 1.112 -0.461 2.628  0.081
13 C -0.184 0.855 -1.968  -0.121
14 H -0.583 -0.969 2.745  0.082
15 C 0.123 -1.485 -1.013  -0.243

***

6.
Here is one molecule with the formula C4H9NO from the Open Molecules 2025 dataset. Energies are from ωB97M-V/def2-TZVPD.

Output
Electronic energy: -287.773237 Ha
Molecular weight: 87.12 u
Total charge: 0
Lowest unoccupied orbital energy: 0.95 eV
Relative energy (zero: lowest compared OMol25 entry of this formula, charge and spin): 155.5 kJ/mol

Last column: Löwdin charge in e.
Element x y z (Å)
1 H 0.935 -2.156 -0.199  0.107
2 H -0.773 -0.880 -1.104  0.104
3 H -0.265 1.021 0.997  0.123
4 N -0.583 -0.702 -0.126  -0.085
5 H 0.911 -1.101 1.215  0.107
6 C -0.815 0.719 0.110  -0.207
7 H -0.627 1.422 -0.700  0.126
8 H -2.951 0.085 0.264  0.118
9 C 0.803 -1.128 0.127  -0.280
10 H 2.878 -0.552 -0.211  0.069
11 H 1.771 -0.129 -1.529  0.073
12 O -2.688 1.883 1.109  0.049
13 H 1.800 0.808 -0.045  0.062
14 C -2.268 0.915 0.537  -0.258
15 C 1.874 -0.205 -0.446  -0.108

***

- What is the relative energy (zero: lowest compared OMol25 entry of this formula, charge and spin) in the second record?
  0.0 kJ/mol